Record 1
Molecular formula: C2H4N2O6
Method: DFT, wB97M-V/def2-TZVPD

As for the molar mass: 152.1 g mol⁻¹. The value obtained for the orbital gap is 0.3221 hartree. The value obtained for the LUMO energy is -0.92 eV. The calculation puts the energy above the lowest of the compared OMol25 structures with the same formula, charge and spin at 173.56 kJ/mol.

Each line ends with the natural charge from an NBO analysis.
CARTESIAN COORDINATES (ANGSTROEM)
1 C -0.53872 -0.07716 -0.75463  0.110
2 C 1.33453 -0.17634 0.44169  0.309
3 N 1.41416 -1.67054 0.39072  0.486
4 N 2.27948 0.58140 -0.37090  0.488
5 O 2.36236 -2.27157 -0.08644  -0.327
6 O 0.43366 -2.27021 0.86410  -0.428
7 O 2.53037 0.21914 -1.48616  -0.327
8 O 2.76936 1.52092 0.23404  -0.408
9 O -1.02276 -1.27175 -0.92388  -0.665
10 O 1.07778 0.43651 1.59829  -0.659
11 H -1.08672 0.43230 -0.03509  0.167
12 H -0.09876 0.48926 -1.68710  0.213
13 H -1.17414 -1.89711 -0.11468  0.543
14 H 1.83363 0.98979 1.66926  0.498

Record 2
Molecular formula: C4H4Cl2
Method: DFT, wB97M-V/def2-TZVPD

As for the molar mass: 123.0 g mol⁻¹. Its SMILES is C#C[C@@H](Cl)CCl. The value obtained for the orbital gap is 0.4167 hartree. The value obtained for the LUMO energy is 0.86 eV. The calculation puts the energy above the lowest of the compared OMol25 structures with the same formula, charge and spin at 132.25 kJ/mol.

Each line ends with the natural charge from an NBO analysis.
CARTESIAN COORDINATES (ANGSTROEM)
1 C 1.95634 -1.62375 1.43821  -0.208
2 C 1.36328 -0.91979 0.68635  -0.036
3 C 0.54469 -0.04485 -0.09418  -0.277
4 Cl 0.24171 -1.05745 -1.56457  -0.026
5 C -0.67280 0.38132 0.75478  -0.389
6 Cl -1.48445 1.88897 0.32542  -0.032
7 H 2.60344 -1.76051 2.28065  0.243
8 H 1.12525 0.86013 -0.31542  0.254
9 H -1.48793 -0.35514 0.63819  0.237
10 H -0.26318 0.36209 1.75127  0.234

Record 3
Molecular formula: C33H72B3O16
Method: DFT, wB97M-V/def2-TZVPD

As for the molar mass: 757.4 g mol⁻¹. Its charge is -1. The value obtained for the orbital gap is 0.1908 hartree. The value obtained for the LUMO energy is 1.74 eV.

Each line ends with the Löwdin charge.
CARTESIAN COORDINATES (ANGSTROEM)
1 C 3.61325 3.60422 4.60940  -0.044
2 B 2.81230 2.81352 3.48332  -0.405
3 O 2.98881 3.36616 2.21249  0.075
4 B 1.89196 1.37305 3.82410  -0.507
5 C 2.38727 0.12519 2.79513  -0.046
6 B 3.70861 -0.36696 3.39054  -0.713
7 O 3.76049 -1.24548 4.50064  0.082
8 O 4.94106 0.06776 2.90095  0.121
9 O 0.39023 1.58911 3.79371  -0.110
10 C -0.20405 1.62141 2.54833  -0.282
11 C -1.65842 2.07309 2.66470  -0.343
12 C -1.76251 3.46620 3.31522  -0.049
13 C -2.49078 1.02401 3.40121  -0.160
14 C -4.00114 1.34721 3.47478  -0.406
15 C -4.46309 1.77101 4.88594  -0.083
16 C -4.80623 0.12534 3.01120  -0.105
17 H 2.92998 3.78216 5.44570  0.052
18 H 4.42014 2.96382 4.98511  0.054
19 H 4.04177 4.54713 4.25409  0.041
20 H 2.28572 3.07968 1.62096  0.062
21 H 2.16303 1.02466 4.98993  0.093
22 H 2.52526 0.48415 1.76641  0.073
23 H 1.65246 -0.68945 2.79122  0.091
24 H 3.79185 -0.72399 5.31262  0.086
25 H 5.62706 -0.57484 3.11160  0.092
26 H -0.18919 0.62972 2.06215  0.118
27 H 0.31466 2.31499 1.85304  0.118
28 H -2.05142 2.13583 1.64024  0.133
29 H -0.77221 3.90787 3.43298  0.077
30 H -2.22738 3.42189 4.30212  0.069
31 H -2.36361 4.15052 2.70939  0.067
32 H -2.35202 0.06429 2.89239  0.111
33 H -2.07192 0.91528 4.40549  0.116
34 H -4.21082 2.16177 2.77364  0.124
35 H -5.28956 1.14479 5.23306  0.061
36 H -4.79430 2.81132 4.91818  0.066
37 H -3.65504 1.67501 5.61328  0.068
38 H -4.63282 -0.67499 3.74160  0.075
39 H -4.50794 -0.21325 2.02325  0.051
40 H -5.87552 0.35129 3.00073  0.074
41 O 6.47444 -2.08473 -3.60280  0.073
42 C 6.51115 -1.26415 -2.71781  -0.541
43 O 6.01543 -1.58646 -1.51937  0.005
44 C 6.16286 -0.73136 -0.36191  -0.213
45 C 5.07182 0.30542 -0.26541  -0.049
46 C 7.05056 0.12516 -2.96707  0.013
47 H 7.16527 -0.30449 -0.34759  0.093
48 H 6.10099 -1.41489 0.48294  0.122
49 H 5.09158 0.99161 -1.11529  0.073
50 H 5.17084 0.88035 0.65370  0.078
51 H 4.09820 -0.18528 -0.25318  0.087
52 H 6.24803 0.74535 -3.36488  0.088
53 H 7.82708 0.04655 -3.72382  0.082
54 H 7.46258 0.62210 -2.09339  0.073
55 O 6.22813 3.78606 -4.20026  0.117
56 C 6.31757 3.42314 -5.33775  -0.528
57 O 7.10774 2.36019 -5.61118  -0.018
58 C 7.15471 1.72704 -6.89246  -0.237
59 C 8.12891 2.40680 -7.83185  -0.066
60 C 5.63482 4.15301 -6.47148  0.012
61 H 6.15485 1.65475 -7.32240  0.113
62 H 7.48133 0.71060 -6.67770  0.124
63 H 7.82603 3.43035 -8.05386  0.066
64 H 8.18989 1.85671 -8.77160  0.080
65 H 9.12102 2.43968 -7.38181  0.082
66 H 6.28287 4.96972 -6.79021  0.094
67 H 4.71243 4.57675 -6.08416  0.091
68 H 5.40341 3.53321 -7.33321  0.068
69 O 8.69342 1.67433 2.10976  0.131
70 C 9.64029 1.15411 1.60044  -0.524
71 O 9.47775 -0.06602 1.02936  -0.019
72 C 10.48712 -0.69682 0.23945  -0.244
73 C 11.48080 -1.46686 1.08447  -0.065
74 C 11.01804 1.77764 1.63326  0.011
75 H 10.97917 0.02977 -0.40948  0.112
76 H 9.93621 -1.37981 -0.40661  0.122
77 H 12.03970 -0.80694 1.74822  0.066
78 H 12.19164 -1.99164 0.44484  0.079
79 H 10.95800 -2.19892 1.69951  0.085
80 H 11.49733 1.49523 2.57081  0.093
81 H 10.89111 2.85663 1.62300  0.090
82 H 11.66553 1.49085 0.80913  0.066
83 O -5.99124 -0.67854 0.25191  0.093
84 C -5.81735 -1.06869 -0.87121  -0.512
85 O -4.63007 -0.80297 -1.45854  0.003
86 C -4.25359 -1.36230 -2.72118  -0.236
87 C -4.78993 -0.55944 -3.88797  -0.061
88 C -6.89649 -1.77365 -1.65085  0.018
89 H -4.55154 -2.41007 -2.78030  0.111
90 H -3.16504 -1.33867 -2.70906  0.123
91 H -5.87989 -0.56691 -3.91462  0.062
92 H -4.42450 -0.97596 -4.82759  0.080
93 H -4.45639 0.47560 -3.81162  0.083
94 H -7.53444 -1.03001 -2.12498  0.079
95 H -7.49601 -2.34746 -0.94762  0.092
96 H -6.53225 -2.44892 -2.41942  0.075
97 O -9.05168 -4.54043 2.00737  0.089
98 C -7.97968 -4.41560 2.53864  -0.534
99 O -6.92415 -4.06732 1.78551  0.000
100 C -5.63766 -3.75304 2.34126  -0.227
101 C -4.78030 -4.98536 2.53783  -0.060
102 C -7.78410 -4.70522 4.00949  0.012
103 H -5.73519 -3.17042 3.25610  0.107
104 H -5.17194 -3.10010 1.60546  0.116
105 H -5.21480 -5.67120 3.26697  0.067
106 H -3.78991 -4.69481 2.88833  0.086
107 H -4.67482 -5.52344 1.59558  0.082
108 H -7.60141 -5.77384 4.12478  0.093
109 H -8.70828 -4.45611 4.52357  0.088
110 H -6.96652 -4.15981 4.47088  0.071
111 O -8.80149 -1.32812 -4.47771  0.099
112 C -9.91274 -1.22987 -4.03213  -0.526
113 O -10.14243 -1.66714 -2.77926  -0.008
114 C -11.36819 -1.42464 -2.07735  -0.228
115 C -12.42442 -2.46069 -2.39684  -0.064
116 C -11.05913 -0.69398 -4.85815  0.013
117 H -11.71822 -0.40778 -2.26019  0.113
118 H -11.08860 -1.48381 -1.02712  0.128
119 H -12.71440 -2.43167 -3.44752  0.066
120 H -13.31418 -2.28553 -1.79140  0.081
121 H -12.04529 -3.45839 -2.17761  0.086
122 H -11.47557 -1.51880 -5.43672  0.095
123 H -10.65661 0.04204 -5.54858  0.090
124 H -11.85614 -0.23617 -4.27927  0.069

Q: What is the molar mass in the first record?
A: 152.1 g mol⁻¹